No. 1
# C16H18

C16H18 in the gas phase at a distorted geometry (ωB97M-V/def2-TZVPD, OMol25).

Calculated values
Energy above the lowest of the compared OMol25 structures with the same formula, charge and spin   43.94 kcal/mol
Total energy   -16882.04132 eV
Max |F|   5.666 eV Å⁻¹
Kohn-Sham gap   8.1 eV

Structure (XYZ):
```
34
Properties=species:S:1:pos:R:3:forces:R:3:mulliken_charge:R:1
C 2.18459 2.31960 -3.30453 -1.776 -0.975 0.423 -1.32
C 1.34002 1.31503 -2.52526 0.144 0.631 0.574 0.09
C 1.56300 0.99948 -1.25074 -0.475 -0.525 0.290 -1.52
C 0.55049 0.20638 -0.41469 0.956 -1.332 -1.088 0.53
C 0.46916 -1.25485 -0.45380 1.040 4.849 -2.741 0.19
C 1.48823 -1.89505 -1.41559 -0.249 0.279 0.988 -1.65
C -0.42129 -1.90679 0.32775 -2.185 0.039 1.694 2.10
C -0.49167 -3.36710 0.02626 -0.473 -0.965 1.219 -1.97
C -1.23031 -1.18652 1.25916 0.750 -0.452 0.215 0.17
C -2.03568 -1.94682 2.37282 2.767 -1.736 -1.242 -1.70
C -1.11885 0.24972 1.31081 -1.618 0.492 0.772 0.87
C -1.89563 1.06041 2.28480 1.771 -0.123 -2.022 -0.87
C -1.65834 2.41657 2.41084 -0.649 -2.560 1.129 -0.68
C -0.73330 3.02969 1.54914 -1.150 2.118 1.098 -0.66
C -0.13011 2.35586 0.54491 1.393 2.977 0.152 -0.53
C -0.27599 0.99065 0.40436 0.124 -3.325 0.773 0.79
H 1.82627 3.32297 -3.05682 0.092 -0.028 -0.498 0.27
H 2.16056 2.07349 -4.35663 -0.138 0.403 -0.350 0.38
H 3.16937 2.20476 -2.97808 1.741 0.118 0.521 0.35
H 0.41352 0.94869 -2.95015 -0.017 -0.029 -0.296 0.47
H 2.44067 1.41250 -0.71871 -0.397 -0.305 -0.294 0.36
H 1.36292 -2.90154 -1.79170 -0.380 -0.281 0.552 0.42
H 2.24250 -1.85096 -0.63979 1.466 -0.615 -0.652 0.35
H 1.77551 -1.32070 -2.29681 -0.175 0.387 0.555 0.29
H 0.36091 -3.89281 0.53959 -0.541 0.239 -1.092 0.29
H -0.54740 -3.42003 -1.05798 0.586 -0.632 0.036 0.42
H -1.39214 -3.89504 0.36740 0.104 0.441 0.203 0.36
H -1.32840 -2.15357 3.25773 -1.412 0.779 -0.982 0.26
H -2.92678 -1.44311 2.54020 -1.399 1.071 1.126 0.52
H -2.37303 -2.97314 2.06499 0.549 0.903 -0.112 0.34
H -2.65794 0.58833 2.84772 -0.344 -0.366 0.752 0.28
H -2.11302 2.78837 3.34538 0.226 0.837 -1.013 0.32
H -0.65284 4.13407 1.72911 0.547 -1.126 -0.566 0.27
H 0.63501 2.99147 0.02832 -0.878 -1.188 -0.122 0.22
```
Positions in Å, forces in eV/Å.

=====

No. 2
# C16H18

C16H18 in the gas phase at a distorted geometry (ωB97M-V/def2-TZVPD, OMol25).

Calculated values
Energy above the lowest of the compared OMol25 structures with the same formula, charge and spin   37.52 kcal/mol
Total energy   -16882.31961 eV
Max |F|   4.236 eV Å⁻¹
Kohn-Sham gap   9.6 eV

Structure (XYZ):
```
34
Properties=species:S:1:pos:R:3:forces:R:3:mulliken_charge:R:1
C 2.26957 2.44930 2.11618 2.151 1.429 2.390 -1.49
C 0.99485 1.75002 2.04065 -0.295 -0.645 -1.189 1.38
C -0.10661 2.39370 2.63769 1.380 1.371 -0.164 -0.61
C -1.33530 1.97457 2.34203 -2.619 -1.891 0.740 -0.84
C -1.48437 0.77241 1.63125 -0.412 0.521 -0.411 -0.66
C -0.44655 0.08671 1.02680 1.379 -0.565 -0.733 0.35
C -0.76078 -1.26248 0.25966 2.116 0.567 -1.511 0.02
C 0.15186 -2.46424 0.74521 1.498 0.340 -1.530 -1.54
C -0.99364 -1.11680 -1.33242 2.561 -1.878 0.279 0.21
C -1.19364 -2.25536 -2.22445 -0.853 -0.439 3.712 -0.46
C -1.44222 -2.09410 -3.55526 -0.371 0.658 -0.541 -0.47
C -1.40403 -0.79507 -4.08134 1.405 0.452 1.170 -0.46
C -0.91758 0.25237 -3.24783 -0.740 -0.223 -4.165 -0.52
C -0.63755 0.08217 -1.93576 -0.974 0.177 1.652 -0.14
C 0.90167 0.63827 1.15169 -3.326 0.359 1.703 0.90
C 2.10213 0.07293 0.50658 1.397 0.689 1.084 -2.15
H 2.12777 3.36395 2.80608 0.627 -1.574 -0.647 0.32
H 2.45973 2.93086 1.18112 0.534 0.052 -0.903 0.39
H 3.19762 1.82441 2.43316 -1.615 1.100 -0.512 0.26
H -0.05655 3.36733 3.17670 0.685 -1.011 -0.208 0.22
H -2.23498 2.37478 2.86797 0.804 -0.035 -0.817 0.29
H -2.50626 0.47295 1.48960 -0.239 -0.589 -0.125 0.38
H -1.69859 -1.55716 0.52825 -2.757 -0.490 1.299 0.79
H -0.36180 -3.42256 0.92157 -0.078 0.558 -0.192 0.39
H 1.03720 -2.67796 0.04357 -1.456 0.271 0.655 0.29
H 0.66696 -2.17430 1.65532 -0.247 0.011 0.382 0.38
H -1.33761 -3.32107 -1.78234 0.423 2.042 -0.634 0.20
H -1.71218 -3.00275 -4.07206 0.040 0.213 -0.610 0.37
H -1.48295 -0.49372 -5.11539 -0.454 -0.605 -0.181 0.33
H -0.77069 1.13696 -3.91053 0.160 -0.122 1.499 0.28
H -0.32982 0.89715 -1.29015 0.115 0.083 -0.218 0.41
H 2.69064 0.87756 0.02331 0.162 -0.285 0.786 0.46
H 2.68181 -0.52522 1.26781 -0.114 0.828 -0.834 0.28
H 1.93189 -0.55560 -0.30469 -0.885 -1.368 -1.226 0.44
```
Positions in Å, forces in eV/Å.